(1)
CH4OS | the ωB97M-V functional and the def2-TZVPD basis

## Properties
LUMO: 0.017 Eh
highest occupied orbital energy: -8.88 eV
gap between HOMO and LUMO: 0.343 hartree
ΔE to the lowest compared entry with this formula, charge and spin: 348.5 kJ/mol
charge: 0

Last column: natural (NBO) charge in e.
Atoms and positions in Å:
C: -0.173 0.445 -0.492  0.050
O: 0.508 1.488 0.141  -0.673
S: -1.734 0.082 0.167  0.001
H: 1.856 -1.536 -0.510  0.031
H: 1.502 -1.245 0.393  -0.024
H: 0.084 1.633 1.030  0.457
H: -2.043 -0.867 -0.730  0.158

(2)
C34H27BrF4N5O5PSeZr | the ωB97M-V functional and the def2-TZVPD basis

## Properties
LUMO: -0.260 Eh
highest occupied orbital energy: -13.61 eV
gap between HOMO and LUMO: 0.241 hartree
ΔE to the lowest compared entry with this formula, charge and spin: 33.6 kJ/mol
charge: +2

Last column: Mulliken charge in e.
Atoms and positions in Å:
Zr: 0.457 -0.317 0.118  -0.034
O: -0.808 2.408 -5.503  -0.473
C: -0.305 2.093 -4.316  0.671
O: -0.718 1.145 -3.693  -0.445
C: 0.841 2.853 -3.775  0.804
C: 1.623 3.918 -4.169  -1.056
N: 2.533 4.094 -3.195  0.110
N: 2.408 3.232 -2.178  -0.634
C: 1.381 2.490 -2.529  -0.221
C: 0.889 1.391 -1.676  2.035
O: 1.312 0.198 -1.798  -0.621
O: 0.061 1.593 -0.718  -0.817
H: -0.363 3.158 -5.917  0.318
H: 1.616 4.544 -5.046  0.416
H: 3.274 4.778 -3.170  0.211
F: 5.611 1.294 5.224  -0.245
C: 4.445 1.278 4.621  0.609
C: 3.340 1.870 5.211  0.204
F: 3.447 2.454 6.383  -0.247
C: 2.120 1.848 4.548  0.202
F: 1.092 2.464 5.117  -0.339
C: 1.953 1.222 3.319  0.321
P: 0.350 1.284 2.465  1.262
C: -0.961 0.738 3.570  0.639
C: -2.258 0.794 3.052  -0.780
C: -3.327 0.365 3.819  -0.766
C: -3.108 -0.128 5.099  -0.633
C: -1.819 -0.198 5.609  -0.683
C: -0.743 0.229 4.847  -0.552
C: 0.145 3.047 2.129  1.127
C: 1.071 3.646 1.272  -0.738
C: 0.999 5.004 1.023  -0.737
C: 0.000 5.766 1.618  -0.620
C: -0.918 5.172 2.470  -0.714
C: -0.848 3.811 2.733  -0.456
C: 3.092 0.669 2.744  -0.249
Br: 3.113 -0.026 0.957  0.171
C: 4.320 0.685 3.370  0.219
F: 5.388 0.158 2.790  -0.295
H: -2.438 1.178 2.053  0.509
H: -4.331 0.419 3.420  0.463
H: -3.944 -0.460 5.699  0.438
H: -1.649 -0.586 6.604  0.469
H: 0.256 0.156 5.254  0.464
H: 1.857 3.063 0.802  0.300
H: 1.723 5.469 0.368  0.477
H: -0.056 6.829 1.424  0.416
H: -1.687 5.768 2.943  0.458
H: -1.550 3.362 3.421  0.445
C: -3.073 -5.419 -4.805  -1.049
C: -2.470 -4.023 -4.798  -0.730
N: -1.732 -3.741 -3.557  0.182
C: -2.521 -3.249 -2.434  -0.817
C: -2.856 -1.756 -2.527  -1.109
C: -0.456 -4.176 -3.496  0.336
O: 0.090 -4.826 -4.368  -0.627
C: 0.379 -3.862 -2.271  -0.041
C: 1.304 -4.808 -1.836  -0.336
C: 2.160 -4.500 -0.791  -1.154
C: 2.094 -3.247 -0.214  -0.235
N: 1.234 -2.319 -0.654  0.475
C: 0.398 -2.630 -1.661  -0.160
H: -3.628 -5.580 -5.729  0.379
H: -3.765 -5.562 -3.974  0.301
H: -2.288 -6.171 -4.744  0.300
H: -3.244 -3.260 -4.891  0.345
H: -1.779 -3.903 -5.629  0.420
H: -2.007 -3.481 -1.502  0.485
H: -3.446 -3.829 -2.405  0.406
H: -2.043 -1.184 -2.982  0.331
H: -3.069 -1.350 -1.535  0.297
H: -3.739 -1.579 -3.139  0.470
H: 1.346 -5.765 -2.339  0.606
H: 2.880 -5.218 -0.426  0.464
H: 2.739 -2.969 0.608  0.504
H: -0.267 -1.842 -2.012  0.643
Se: 0.577 -2.534 2.990  0.048
C: -0.558 -1.971 1.811  0.390
N: -1.151 -1.464 0.902  -0.528

(3)
CH10Ba3O8 | the ωB97M-V functional and the def2-TZVPD basis

## Properties
LUMO: -0.426 Eh
highest occupied orbital energy: -13.83 eV
gap between HOMO and LUMO: 0.082 hartree
ΔE to the lowest compared entry with this formula, charge and spin: 942.3 kJ/mol
charge: +4

Last column: natural (NBO) charge in e.
Atoms and positions in Å:
Ba: -4.094 3.031 -3.542  1.623
Ba: -1.700 4.103 4.206  1.656
Ba: -0.700 -5.372 -0.576  1.903
C: -0.205 0.255 -0.477  0.895
O: 0.327 -0.508 0.299  -0.675
O: -0.284 1.486 -0.336  -0.720
O: -0.714 -0.290 -1.457  -0.684
O: -4.495 -2.917 1.741  -0.950
H: -4.988 -2.427 1.083  0.472
H: -4.415 -2.313 2.479  0.479
O: 5.111 -0.744 2.570  -0.927
H: 5.498 -1.498 2.125  0.470
H: 4.192 -0.755 2.304  0.457
O: -1.177 -0.175 -6.876  -0.953
H: -0.478 -0.020 -7.511  0.488
H: -0.735 -0.565 -6.122  0.465
O: -0.863 -1.025 5.608  -0.953
H: -0.430 -1.162 4.765  0.465
H: -0.683 -1.824 6.103  0.488
O: 3.637 4.268 -2.518  -0.931
H: 4.307 4.478 -1.867  0.474
H: 2.886 3.974 -2.003  0.456

(4)
C4H14N | the ωB97M-V functional and the def2-TZVPD basis

## Properties
LUMO (alpha / beta): 0.039 / 0.024 Eh
highest occupied orbital energy (alpha / beta): -3.58 / -11.87 eV
gap between HOMO and LUMO (alpha / beta): 0.170 / 0.460 hartree
multiplicity: 2
ΔE to the lowest compared entry with this formula, charge and spin: 41.1 kJ/mol
charge: 0

Last column: Löwdin spin population.
Atoms and positions in Å:
C: 0.284 1.488 -0.824  0.114
C: -0.985 1.868 -1.568  0.055
N: 0.161 1.503 0.678  0.230
H: 0.597 0.484 -1.072  0.012
H: 1.097 2.159 -1.080  0.040
H: -1.037 2.945 -1.746  0.013
H: -1.907 1.550 -1.081  0.018
H: -0.542 0.782 0.917  0.089
H: 1.093 1.328 1.142  0.156
H: -0.154 2.460 0.966  0.151
H: -0.965 1.331 -2.529  0.005
C: -0.354 -2.329 0.371  0.023
C: 0.935 -2.107 1.179  0.037
H: -0.605 -3.390 0.294  0.001
H: -1.220 -1.855 0.847  0.015
H: -0.289 -1.917 -0.640  0.004
H: 1.612 -1.444 0.634  0.019
H: 1.464 -3.060 1.293  0.002
H: 0.814 -1.798 2.217  0.015

(5)
C23H33BF3N4O7PS | the ωB97M-V functional and the def2-TZVPD basis

## Properties
LUMO: -0.089 Eh
highest occupied orbital energy: -8.15 eV
gap between HOMO and LUMO: 0.210 hartree
charge: 0

Last column: Mulliken charge in e.
Atoms and positions in Å:
C: 4.304 -3.916 0.264  -0.959
C: 3.994 -2.326 0.518  -0.484
P: 2.286 -2.214 1.451  0.179
C: 2.595 -2.191 3.375  -0.937
C: 1.463 -0.598 0.859  0.045
C: 0.036 -0.571 0.061  0.170
C: -0.755 -1.996 -0.203  -0.951
C: -0.302 -2.674 -1.626  -0.072
C: -1.436 -3.827 -2.022  -0.509
O: -1.537 -4.902 -1.007  -0.363
C: -2.798 -4.791 -0.236  0.707
C: -2.610 -4.689 1.420  -0.721
O: -4.021 -4.814 -0.771  -0.537
C: -0.612 0.823 -0.449  -0.218
C: -2.076 0.893 -1.255  -0.160
C: -3.189 1.826 -0.491  0.179
O: -4.435 1.293 -0.362  -0.532
C: -2.937 3.306 0.168  0.523
C: -2.171 4.574 -0.542  -0.244
C: -2.031 6.038 0.238  -0.458
C: -2.636 6.287 1.773  -0.321
C: -3.398 5.018 2.496  -0.349
C: -3.549 3.567 1.698  -0.392
N: 0.094 2.081 -0.179  -0.559
N: 1.288 2.046 0.477  0.793
C: 1.844 3.487 0.600  -0.741
N: 1.171 4.267 1.737  -0.225
C: 1.432 3.658 3.089  -0.526
C: 2.096 0.939 1.067  0.264
B: 3.508 0.979 1.895  0.491
N: 4.892 0.918 1.265  -0.605
O: 3.431 1.036 3.397  -0.613
H: 4.518 -4.461 1.281  0.290
H: 3.396 -4.390 -0.317  0.243
H: 5.261 -3.962 -0.447  0.345
H: 3.814 -1.771 -0.523  0.344
H: 4.810 -1.748 1.125  0.272
H: 1.850 -1.493 3.947  0.297
H: 2.630 -3.302 3.802  0.368
H: 3.710 -1.789 3.493  0.246
H: -1.936 -1.837 -0.136  0.465
H: -0.508 -2.786 0.655  0.146
H: -0.229 -1.809 -2.413  0.247
H: 0.789 -3.137 -1.547  0.137
H: -1.063 -4.321 -3.018  0.312
H: -2.470 -3.303 -2.244  0.317
H: -3.460 -5.289 1.973  0.310
H: -2.609 -3.566 1.789  0.144
H: -1.556 -5.139 1.692  0.258
H: -1.807 1.375 -2.310  0.401
H: -2.492 -0.183 -1.461  0.166
H: -1.741 4.457 -1.645  0.315
H: -1.493 6.984 -0.247  0.264
H: -2.564 7.307 2.349  0.311
H: -3.872 5.118 3.582  0.290
H: -4.130 2.719 2.262  0.304
H: 1.520 4.098 -0.378  0.303
H: 3.005 3.552 0.597  0.275
H: 0.150 4.366 1.523  0.216
H: 1.170 2.509 3.177  0.157
H: 2.539 3.842 3.491  0.162
H: 0.729 4.230 3.866  0.336
H: 5.273 1.875 1.082  0.278
H: 4.869 0.383 0.368  0.293
H: 4.345 1.324 3.738  0.292
C: -2.793 -1.916 -6.379  0.573
F: -2.571 -2.571 -7.564  -0.236
F: -3.609 -0.857 -6.686  -0.235
F: -3.558 -2.767 -5.622  -0.229
S: -1.214 -1.399 -5.525  1.062
O: -0.532 -0.503 -6.469  -0.676
O: -0.475 -2.644 -5.276  -0.672
O: -1.636 -0.723 -4.291  -0.567

(6)
C2H13NO5 | the ωB97M-V functional and the def2-TZVPD basis

## Properties
LUMO: 0.021 Eh
highest occupied orbital energy: -10.23 eV
SMILES: CC(N)=O.O.O.O.O
gap between HOMO and LUMO: 0.397 hartree
ΔE to the lowest compared entry with this formula, charge and spin: 119.3 kJ/mol
charge: 0

Last column: natural (NBO) charge in e.
Atoms and positions in Å:
C: 1.442 -1.319 0.231  -0.733
C: 1.299 0.137 -0.026  0.680
N: 1.995 1.012 0.776  -0.812
O: 0.739 0.499 -1.053  -0.659
H: 2.018 -1.621 1.073  0.222
H: 2.020 -1.829 -0.626  0.242
H: 0.515 -1.919 0.114  0.266
H: 1.822 1.979 0.891  0.407
H: 2.261 0.635 1.709  0.387
O: -0.521 -0.910 -3.575  -0.944
H: 0.091 -1.068 -2.836  0.479
H: 0.097 -0.418 -4.135  0.464
O: -2.074 -0.552 -0.784  -0.951
H: -1.443 0.098 -1.230  0.483
H: -2.599 -0.434 -1.601  0.465
O: -0.764 -0.027 2.792  -0.977
H: -1.481 -0.585 2.493  0.471
H: -0.515 0.528 2.040  0.489
O: -1.269 1.882 1.285  -0.965
H: -1.715 2.169 0.479  0.491
H: -1.918 1.746 1.983  0.493

(7)
C3H4NO2 | the ωB97M-V functional and the def2-TZVPD basis

## Properties
LUMO: -0.182 Eh
highest occupied orbital energy: -15.22 eV
SMILES: [NH3+]C(=O)C=C=O
gap between HOMO and LUMO: 0.378 hartree
ΔE to the lowest compared entry with this formula, charge and spin: 73.8 kJ/mol
charge: +1

Last column: natural (NBO) charge in e.
Atoms and positions in Å:
N: -1.282 -0.131 -0.081  -0.775
C: -0.076 -0.349 0.909  0.696
O: -0.305 -0.508 2.083  -0.409
C: 1.169 -0.088 0.180  -0.702
C: 1.479 0.489 -0.951  0.803
O: 1.691 0.918 -1.985  -0.315
H: -2.159 -0.537 0.152  0.457
H: -1.017 -0.561 -0.958  0.442
H: -1.544 0.908 -0.168  0.470
H: 2.043 -0.141 0.819  0.333

(8)
C29H47Ge2NP2SSc | the ωB97M-V functional and the def2-TZVPD basis

## Properties
LUMO: -0.355 Eh
highest occupied orbital energy: -15.35 eV
gap between HOMO and LUMO: 0.209 hartree
ΔE to the lowest compared entry with this formula, charge and spin: 0.0 kJ/mol
charge: +3

Last column: Mulliken charge in e.
Atoms and positions in Å:
Sc: -1.326 0.350 -0.031  -1.383
C: -0.591 2.749 1.028  -1.097
C: -0.957 1.670 2.042  -0.950
Ge: 0.261 0.051 2.169  0.489
C: -1.083 -1.392 2.354  0.340
C: -1.554 -1.435 3.820  -1.618
C: 1.903 0.116 3.122  -0.168
C: 2.905 0.202 2.217  -0.063
Ge: 2.138 0.067 0.402  0.044
C: 2.391 1.582 -0.837  0.313
C: 3.707 1.529 -1.617  -1.379
C: 2.396 -1.694 -0.438  -0.093
C: 3.807 -2.278 -0.313  -1.360
C: 4.330 0.341 2.521  0.820
C: 4.792 0.492 3.837  -0.724
C: 6.142 0.624 4.091  -0.839
C: 7.054 0.615 3.040  -0.495
C: 6.612 0.473 1.732  -1.239
C: 5.258 0.339 1.481  0.299
H: -1.271 3.600 1.044  0.420
H: -0.533 2.448 -0.044  0.465
H: 0.421 3.108 1.216  0.421
H: -2.023 1.395 2.012  0.409
H: -0.875 2.103 3.042  0.617
H: -0.682 -2.356 2.039  0.637
H: -1.976 -1.205 1.730  -0.702
H: -0.721 -1.681 4.477  0.449
H: -2.322 -2.195 3.966  0.435
H: -1.968 -0.480 4.147  0.352
H: 2.027 0.109 4.196  0.641
H: 2.310 2.523 -0.285  0.398
H: 1.553 1.548 -1.539  -0.039
H: 4.563 1.721 -0.972  0.394
H: 3.712 2.294 -2.393  0.431
H: 3.852 0.564 -2.106  0.336
H: 2.123 -1.588 -1.489  0.182
H: 1.678 -2.387 0.013  0.450
H: 4.548 -1.664 -0.825  0.286
H: 3.839 -3.268 -0.767  0.455
H: 4.114 -2.379 0.728  0.357
H: 4.102 0.513 4.668  0.382
H: 6.489 0.739 5.108  0.433
H: 8.111 0.722 3.243  0.427
H: 7.320 0.466 0.916  0.449
H: 4.919 0.219 0.455  0.242
C: -3.170 -3.227 -0.041  -1.327
P: -3.251 -1.523 -0.662  1.038
C: -3.603 -1.706 -2.437  -1.458
C: -4.811 -0.843 0.019  -0.767
C: -5.071 0.547 -0.548  -1.288
P: -3.763 1.723 -0.049  1.217
C: -3.911 3.117 -1.208  -1.478
C: -4.349 2.404 1.530  -1.360
H: -4.050 -3.769 -0.392  0.487
H: -3.154 -3.248 1.047  0.418
H: -2.279 -3.731 -0.415  0.368
H: -4.586 -2.165 -2.555  0.566
H: -2.856 -2.354 -2.892  0.389
H: -3.588 -0.750 -2.959  0.352
H: -4.742 -0.829 1.111  0.393
H: -5.626 -1.527 -0.233  0.614
H: -6.041 0.935 -0.225  0.640
H: -5.096 0.522 -1.640  0.449
H: -4.915 3.539 -1.145  0.477
H: -3.741 2.782 -2.231  0.413
H: -3.196 3.904 -0.964  0.413
H: -5.329 2.853 1.363  0.521
H: -3.673 3.174 1.903  0.377
H: -4.444 1.627 2.288  0.442
S: -0.478 1.681 -4.386  -0.123
C: -0.869 1.732 -2.751  -0.617
N: -0.836 0.586 -2.091  1.748
C: -0.423 -0.446 -2.945  -0.111
C: -0.251 -1.791 -2.604  -0.981
C: 0.166 -2.664 -3.585  -0.946
C: 0.415 -2.223 -4.894  -0.846
C: 0.256 -0.901 -5.245  -0.498
C: -0.168 -0.016 -4.251  0.891
H: -1.142 2.667 -2.280  0.304
H: -0.417 -2.145 -1.590  0.530
H: 0.313 -3.709 -3.345  0.522
H: 0.738 -2.935 -5.640  0.478
H: 0.447 -0.565 -6.255  0.527

Q: Number 3 is which compound?
A: CH10Ba3O8